11
Properties=species:S:1:pos:R:3 method="wB97M-V/def2-TZVPD" total_charge=0 spin_multiplicity=1 smiles="OC(=S)CSC=S" orbital_gap_ev=8.24 lumo_energy_ev=-0.89 total_energy_ev=-37726.946 e_homo_ev=-9.13 de_lowest_kcal_mol=41.0
O 1.89 0.71 1.38
C 1.67 0.13 0.14
S 2.58 -1.16 -0.29
C 0.76 0.93 -0.86
S -0.94 1.23 -0.29
C -1.48 -0.45 0.07
S -3.10 -0.84 0.20
H 1.25 1.57 1.62
H 1.16 1.94 -0.77
H 0.60 0.51 -1.83
H -0.49 -1.04 -0.02